{
  "formula": "C4H5O4Sm",
  "method": "wB97M-V/def2-TZVPD",
  "relative_energy_kj_mol": 0.0,
  "largest_force_ev_per_a": 3.26,
  "total_energy_ev": -30303.9567,
  "multiplicity": 6,
  "homo_ev": [-18.356, -18.312],
  "mol_weight_g_mol": 267.4,
  "charge": 2,
  "homo_lumo_gap_ev": [7.77, 9.29],
  "elements": ["O", "C", "O", "O", "C", "C", "O", "C", "Sm", "H", "H", "H", "H", "H"],
  "positions_angstrom": [[2.329381, 0.216176, 0.023918], [2.541427, -0.895805, -0.302833], [2.973683, -1.923589, -0.592340], [-0.907878, 0.443483, -0.632832], [-2.248725, 0.290885, -0.558406], [-3.117432, 1.242236, 0.176619], [-2.898742, 2.365293, 0.662567], [-1.590233, 3.109394, 0.694079], [0.442289, 1.943151, 0.156039], [-2.567581, -0.679842, -0.103404], [-2.756077, 0.262439, -1.555612], [-4.180915, 0.962945, 0.194131], [-1.625661, 3.550429, 1.699660], [-1.797112, 3.938552, 0.000834]],
  "atomic_forces_ev_per_a": [[-1.28, 0.74, 0.14], [2.46, -1.93, -0.43], [-1.38, 1.28, 0.32], [2.00, 2.29, 1.17], [-1.54, -0.77, 0.21], [-0.34, 0.24, -0.81], [0.23, 0.00, 0.24], [-0.49, -0.25, 0.05], [-0.61, -1.64, -1.02], [0.31, 0.18, -0.26], [0.20, -0.01, 0.23], [0.24, -0.02, 0.21], [0.08, -0.03, -0.13], [0.12, -0.08, 0.07]],
  "lowdin_charge": [0.026, -0.317, 0.341, -0.366, -0.277, 0.008, 0.016, -0.200, 2.062, 0.174, 0.183, 0.188, 0.079, 0.083]
}